Entry from OMol25: C15H15GaN7O5 as an isolated structure (ωB97M-V/def2-TZVPD).

Values from the calculation:
Gap between HOMO and LUMO = 6.7 eV
Relative energy (zero: lowest compared OMol25 entry of this formula, charge and spin) = 0.00 kJ/mol
Strongest force on any atom = 0.4 eV/Å
E = -88835.6982 eV
Net charge = +1

Last column: Mulliken charge in e.
Atoms and positions in Å:
C 3.76504 -1.55356 -0.64532  -0.446
C 0.22781 -2.20668 -1.75649  0.096
H -6.38516 0.88322 1.49908  0.420
N -0.53474 -1.41708 -1.08792  0.479
H 4.22173 -4.17103 -2.75579  0.415
O 1.81697 -0.44687 0.01691  -0.655
C -5.92938 0.31293 0.70174  -0.798
H -7.79869 -0.24960 -0.19953  0.383
H 0.75067 1.98238 4.29346  0.197
C -4.76075 -1.18893 -1.35397  0.343
H -6.75013 -1.55609 -2.01856  0.441
N 0.04414 -1.05103 3.47306  -0.218
N 0.53966 1.97800 1.73157  0.774
O 0.44710 2.07284 0.49591  -0.617
C -3.95074 -0.52942 -0.40976  0.442
C 4.41533 -2.53736 -1.36040  -0.385
C -6.14688 -1.05837 -1.27092  -0.659
H -0.24200 -2.87369 -2.47639  0.429
C -2.49110 -0.61078 -0.44512  0.567
H -3.92447 0.72785 1.32053  0.437
H 0.52632 0.62337 5.36272  0.185
H -1.10924 -2.20074 2.32793  0.297
H 4.30604 -0.86987 -0.00464  0.474
C 0.32161 0.25747 3.36426  0.936
C -4.56027 0.21626 0.61062  -0.464
C 1.65351 -2.25974 -1.59308  0.869
C 3.70639 -3.39924 -2.20150  -0.748
H -3.31068 -2.03681 -2.24013  0.529
H 1.78243 -3.89343 -2.97965  0.380
N 0.55852 0.99919 4.42980  -0.334
O -1.80641 0.18055 0.35492  -0.536
H 0.51677 -2.54381 2.24442  0.292
Ga 0.04464 -0.11217 0.26530  1.238
C -6.72029 -0.32665 -0.25540  -0.358
H 0.01247 -1.48791 4.38183  0.147
N -0.17490 -1.80541 2.31493  -0.478
C 2.37842 -1.40546 -0.73064  0.033
C 2.34850 -3.24726 -2.31791  -0.858
H 5.48956 -2.63616 -1.27058  0.395
N 0.33267 0.69734 2.10794  -0.112
N -1.90330 -1.46937 -1.24480  -1.213
O 0.77602 2.88127 2.48934  -0.682
O -4.27742 -1.94421 -2.35068  -0.636

---

Entry from OMol25: C15H15IOPdS as an isolated structure (ωB97M-V/def2-TZVPD).

Values from the calculation:
Gap between HOMO and LUMO (alpha / beta) = 7.5 / 6.6 eV
Relative energy (zero: lowest compared OMol25 entry of this formula, charge and spin) = 0.00 kJ/mol
Multiplicity = 2
Strongest force on any atom = 0.7 eV/Å
E = -40254.0988 eV
Net charge = +1

Last column: Löwdin spin population.
Atoms and positions in Å:
C -1.38918 -3.22862 -1.34066  0.002
H 1.95093 1.46623 2.46476  0.000
H 2.49767 -3.13361 1.06695  0.000
C -0.32229 -2.51931 -0.73710  0.000
C 0.92653 1.10212 2.54728  0.001
C -1.19242 -0.48421 -1.71156  0.006
O 0.77570 0.92416 0.08891  0.046
H -3.16858 -3.10915 -2.51363  0.000
H 1.14919 3.34305 0.97612  0.006
H -1.81188 1.45144 2.23968  0.000
C -2.34274 -2.57711 -2.06254  0.000
Pd 1.30675 2.24521 -1.53053  0.701
H -1.87036 1.13742 0.50681  0.000
H -1.32279 -0.12763 1.63027  0.000
C -2.20980 -1.19657 -2.28654  0.007
C 1.71510 -2.58698 0.55950  0.000
C 1.74342 -1.18391 0.55006  0.004
C -1.30680 0.94170 1.41874  0.000
I -1.08345 1.50327 -2.44519  0.099
H -0.27518 3.46377 1.99754  0.000
H 0.59030 -4.31332 0.01233  0.000
H -0.48993 3.27360 0.26262  0.000
C -0.25022 -1.09818 -0.84351  0.000
H 0.93316 0.02935 2.72510  0.000
C 0.10869 1.47571 1.32474  0.003
H 0.46753 1.57223 3.41815  0.000
H -1.42358 -4.30314 -1.21552  0.000
C 2.17506 3.50112 -2.69624  0.091
S 2.93031 4.51369 -3.52157  0.021
H -2.90473 -0.70906 -2.95843  0.002
C 0.67220 -3.23484 -0.03068  0.003
H 2.52857 -0.65036 1.06642  0.000
C 0.12864 2.97582 1.11046  0.007
C 0.76419 -0.46389 -0.07275  0.001

---

Entry from OMol25: C15H15MgN6O9 as an isolated structure (ωB97M-V/def2-TZVPD).

Values from the calculation:
Gap between HOMO and LUMO = 6.7 eV
Relative energy (zero: lowest compared OMol25 entry of this formula, charge and spin) = 101.72 kJ/mol
Strongest force on any atom = 4.8 eV/Å
E = -48605.3229 eV
Net charge = -1

Last column: Mulliken charge in e.
Atoms and positions in Å:
C 15.15355 -13.10955 10.57978  -0.178
C 20.99225 -16.49983 11.22024  -0.777
H 14.47016 -17.22653 13.27466  0.597
H 19.18419 -17.53681 8.65202  0.367
N 16.23189 -18.16453 12.73163  0.367
H 16.80247 -13.52460 13.46319  0.275
O 19.83544 -13.36078 14.68876  -0.678
O 19.49842 -17.96267 16.41383  -0.583
H 21.51392 -17.27349 9.27070  0.379
C 14.88761 -14.43786 10.34587  -0.987
N 18.63540 -16.69916 11.93268  0.685
H 21.98905 -16.28839 11.57868  0.388
H 14.86043 -12.35485 9.86234  0.397
H 16.38035 -21.25110 11.32591  0.423
Mg 17.28828 -16.45194 13.37422  1.850
C 15.83416 -12.79928 11.75350  -0.739
H 17.42602 -17.28094 10.33894  0.359
C 18.44592 -17.06226 10.63636  -0.003
H 12.94734 -18.93098 12.52910  0.422
H 13.98431 -21.04713 11.51534  0.340
N 16.22888 -15.17709 12.26308  0.354
O 15.94847 -16.14521 14.87130  -0.387
O 18.66233 -19.73900 15.51924  -0.689
O 14.58782 -16.90284 16.38780  -0.697
C 14.87672 -18.15640 12.89802  -0.355
C 14.59833 -20.24708 11.91260  -0.077
C 16.34775 -13.83091 12.53060  -0.253
C 19.93926 -16.36796 12.12080  -0.031
O 18.51761 -15.04281 14.33959  -0.422
H 16.02785 -11.76880 12.01153  0.416
N 18.89748 -18.50706 15.48338  0.597
C 20.73339 -16.96114 9.95187  -0.228
O 18.34882 -17.81326 14.57589  -0.433
H 17.80920 -19.30166 11.98262  0.516
C 19.40263 -17.32239 9.68920  -1.060
C 15.98078 -20.34110 11.74589  -1.106
C 15.39396 -15.40119 11.21711  0.114
O 19.24496 -14.61536 16.32918  -0.550
H 20.24220 -16.06220 13.11424  0.237
O 16.66416 -16.46563 16.86078  -0.515
N 19.18432 -14.32042 15.14421  0.531
N 15.71104 -16.51101 16.07314  0.605
H 14.99942 -16.39835 11.07276  0.304
C 14.00662 -19.13032 12.47212  -1.107
H 14.30492 -14.79264 9.50756  0.399
C 16.75035 -19.26302 12.20215  -0.071

---

Entry from OMol25: a single C15H15N3O3S3 molecule (ωB97M-V/def2-TZVPD).

Values from the calculation:
Gap between HOMO and LUMO = 8.9 eV
Relative energy (zero: lowest compared OMol25 entry of this formula, charge and spin) = 0.00 kJ/mol
SMILES = Cc1cccc2sc(NC(=O)CCNS(=O)(=O)c3cccs3)nc12
Strongest force on any atom = 1.0 eV/Å
E = -58917.4299 eV
Net charge = 0

Last column: Mulliken charge in e.
Atoms and positions in Å:
H -2.47398 0.76590 -3.32745  0.417
C -3.64799 -0.65870 1.75896  -1.682
C 0.53102 -1.91496 2.10401  -0.750
C -0.10277 1.17791 0.38792  0.436
C 2.64048 2.46564 -0.43720  -0.728
H 1.78790 2.75976 -1.04551  0.402
H -5.14782 -0.99054 -0.48564  0.442
C 2.23471 2.02701 0.94586  0.491
O 2.98040 2.10064 1.89474  -0.640
H -4.05251 -1.66802 1.80409  0.401
S 2.99607 -1.31887 -1.01367  1.240
H 2.22755 0.23854 -2.42936  0.371
C -3.32328 -0.28216 0.34841  0.969
C -1.81921 0.70706 -1.28524  1.137
H -2.75605 -0.59143 2.37449  0.379
H 4.19168 0.95412 -0.44621  0.427
H 2.60041 -1.13128 2.02523  0.551
H -1.36459 -2.73122 1.37359  0.570
H 0.34478 -1.86866 3.16138  0.444
N 2.59074 0.22936 -1.49098  -0.242
C 1.74363 -1.51502 1.50242  -0.184
C -3.90591 -0.14217 -2.00327  -0.617
S -0.24039 1.44473 -1.35582  -0.303
H 0.82677 1.24933 2.12949  0.294
C -0.37204 -2.37021 1.19449  -0.468
C 3.43406 1.34300 -1.13143  -0.727
N -1.11931 0.62286 0.93993  -0.492
N 0.97541 1.51257 1.15762  0.050
H -4.62074 -0.34040 -2.78712  0.390
C -2.70961 0.47542 -2.31633  -0.868
S 0.23391 -2.32164 -0.41312  -0.155
O 2.80969 -2.17786 -2.14366  -0.699
H -4.39969 0.02023 2.16093  0.358
C -2.10844 0.33587 0.04325  -0.671
H 3.93869 1.75480 -2.01064  0.350
C 1.72140 -1.67858 0.15201  0.032
H 3.30936 3.31906 -0.31526  0.429
C -4.20295 -0.51135 -0.69611  -0.662
O 4.24861 -1.29073 -0.32479  -0.695

---

Entry from OMol25: C15H15N3O5S as an isolated structure (ωB97M-V/def2-TZVPD).

Values from the calculation:
Gap between HOMO and LUMO = 7.8 eV
Relative energy (zero: lowest compared OMol25 entry of this formula, charge and spin) = 1790.59 kJ/mol
Strongest force on any atom = 19.0 eV/Å
E = -41322.8730 eV
Net charge = 0

Last column: Mulliken charge in e.
Atoms and positions in Å:
C -1.53640 2.27967 0.49302  0.029
C 2.20005 -0.49120 -0.38938  0.782
H -4.70685 4.50643 0.83353  0.276
C -0.10506 -3.68716 -0.43122  -0.602
C -2.58260 4.42758 0.56300  -1.482
C 1.69553 -1.83972 -0.79653  -0.051
H -3.21226 0.66011 0.67916  0.566
H -1.00150 -4.12287 0.28803  0.256
H 3.74676 1.09483 0.63016  0.515
C -2.91896 1.58648 0.78099  -0.823
S -0.31674 1.07929 0.40577  1.609
O -0.01156 -5.80977 -3.32440  -0.474
N 2.22651 -0.26908 0.90873  -0.206
H -5.10116 1.99124 1.04968  0.091
O -0.64031 0.27232 -0.90515  -0.726
H -0.62755 3.88391 0.46784  0.381
C 0.31544 -2.42602 -0.11409  -0.210
N 0.98624 2.01108 0.28350  -0.224
H 1.76219 -0.82072 1.53210  0.270
H 2.20885 2.94512 1.44961  0.485
H 0.08416 -1.97942 0.82175  0.400
H 3.59452 0.54365 2.43911  0.278
O -1.50967 -5.84454 -1.43998  -0.500
C 3.10780 0.95005 1.24583  -0.776
H 1.19146 1.77553 2.40783  0.336
C 1.94312 -2.46836 -2.14605  -0.965
H 2.64526 -2.01982 -2.57331  0.804
C -3.92051 2.53077 0.92674  -0.367
N -0.32648 -5.40511 -2.14137  0.678
H -2.53642 5.27301 0.76381  0.676
O -0.39995 0.11758 1.42829  -0.626
O 2.72484 0.10895 -1.17525  -0.555
C -1.60631 3.53176 0.57873  0.385
H 1.70172 -4.10971 -3.39213  0.310
C 1.17730 -3.63804 -2.51835  -0.369
H 1.43726 1.82934 -0.35754  0.261
C 1.86391 1.95157 1.41264  -0.656
C -3.83660 3.75317 0.92717  -0.044
C 0.28398 -4.17186 -1.61226  0.268

---

Entry from OMol25: C15H15N3PPd as an isolated structure (ωB97M-V/def2-TZVPD).

Values from the calculation:
Gap between HOMO and LUMO (alpha / beta) = 2.9 / 6.2 eV
Relative energy (zero: lowest compared OMol25 entry of this formula, charge and spin) = 95.03 kJ/mol
Multiplicity = 3
Strongest force on any atom = 7.4 eV/Å
E = -33026.2407 eV
Net charge = -1

Last column: Löwdin spin population.
Atoms and positions in Å:
C 4.01857 5.46132 0.53794  0.050
H -1.51100 2.53620 -1.02775  0.005
H 1.50608 -2.06186 1.35992  0.004
C -1.60915 0.34965 -0.73607  0.029
Pd -1.03939 -4.24345 -0.78600  0.430
H 2.86873 1.03409 0.05416  0.008
H -3.31122 -3.62725 -2.61838  0.000
H 1.40237 5.79812 0.11678  0.008
H 0.38128 -3.11768 2.89413  0.004
H -2.61889 -0.00083 -0.99222  0.003
C -2.22480 -3.23839 0.72461  0.170
C 0.49566 0.11660 -0.19726  0.083
C 3.07196 4.43242 0.30816  0.135
H -2.32418 -5.69513 0.78702  0.005
C 2.56269 2.08024 0.07138  0.054
H -3.17333 -5.43341 -1.28050  0.023
P 0.14364 -2.34359 1.70234  0.039
N -0.64398 -0.52941 -0.30199  0.043
C 0.79010 3.76685 -0.13776  0.041
C -2.97677 -4.58500 -0.85494  0.113
C -2.22364 -2.47206 -0.88952  0.131
H 1.44385 -0.31272 0.12276  0.009
C -2.86786 -3.46544 -1.59922  0.032
C 1.23087 2.44758 -0.14816  0.190
H -0.23649 -1.08536 2.28075  0.007
H -2.15324 -3.41089 1.74697  0.006
N 4.81010 6.33468 0.73287  0.117
H -0.26219 3.99534 -0.30245  0.004
C -1.06345 1.60154 -0.76116  0.052
H -1.99140 -1.84281 -1.70949  0.007
C 1.72798 4.76403 0.10024  0.096
C 3.48797 3.09523 0.28766  0.067
H 4.53114 2.83968 0.43734  0.005
N 0.28777 1.45718 -0.38916  0.004
C -2.52979 -4.64547 0.46699  0.027